(1)
Density functional theory data (ωB97M-V/def2-TZVPD) for a cluster of 2 separate species, C37H44Cl5O3P in total in a non-equilibrium geometry.

XYZ file:
```
90
Properties=species:S:1:pos:R:3
Cl -3.260 0.284 3.677
Cl 3.052 3.024 -5.049
Cl 5.509 2.669 -6.522
Cl 5.575 3.004 -3.654
Cl 4.885 5.234 -5.354
P 5.975 -3.049 0.378
O -0.385 -5.114 0.731
O 1.630 -2.203 4.123
O 6.643 -4.297 0.838
C -5.654 3.071 -1.639
C -6.223 -2.160 -1.896
C -0.913 -1.092 3.268
C 4.755 3.484 -5.146
C -3.284 3.336 -0.684
C -2.011 4.193 -0.919
C -4.151 3.365 -1.974
C -5.137 -1.332 -1.698
C 0.016 -4.021 1.095
C -5.079 -3.872 -0.674
C 2.802 2.471 0.166
C 3.386 0.539 1.780
C -0.279 -0.137 4.258
C -3.975 -3.054 -0.460
C 3.483 -2.635 1.744
C -2.181 -2.764 1.368
C -4.027 -1.767 -0.997
C -2.859 -1.766 2.015
C 3.528 -4.031 -0.236
C -2.252 -0.946 2.941
C 4.176 -3.228 0.681
C 4.631 -0.382 2.049
C -2.860 -0.789 -0.878
C 2.656 2.789 -1.349
C 1.505 -3.725 0.939
C 2.169 -4.276 -0.123
C -6.173 -3.443 -1.384
C -0.758 3.603 -0.204
C 1.182 3.071 -1.771
C -0.217 -2.127 2.651
C -2.801 -3.663 0.308
C 4.190 -1.715 2.719
C 3.414 1.069 0.326
C 0.529 4.181 -0.900
C 2.125 -2.910 1.877
C 1.249 -2.391 2.982
C -0.837 -2.954 1.715
H 0.488 0.473 3.753
H 4.459 1.138 -0.014
H 0.264 5.060 -1.498
H -5.951 2.142 -2.141
H -2.102 5.228 -0.565
H -5.110 -4.901 -0.316
H -0.770 2.508 -0.215
H -5.791 2.890 -0.567
H -1.765 4.211 -1.990
H 0.255 -0.665 5.053
H -2.917 -0.057 -1.695
H -1.878 -1.272 -0.855
H 3.600 -1.439 3.592
H 3.237 3.674 -1.646
H 4.059 -4.474 -1.077
H 1.877 2.621 0.735
H 1.661 -4.890 -0.861
H 6.539 -1.975 1.093
H -7.072 -1.802 -2.475
H -2.985 2.306 -0.455
H 1.131 3.420 -2.813
H 5.352 0.148 2.683
H 3.544 3.185 0.555
H 2.465 -0.014 2.002
H -5.177 -0.326 -2.112
H -3.169 -4.569 0.803
H 5.077 -0.579 1.071
H -3.787 2.631 -2.703
H -3.854 3.775 0.143
H 1.193 4.534 -0.099
H -4.065 4.359 -2.431
H 3.041 1.958 -1.957
H -2.984 -0.193 0.039
H 0.649 2.112 -1.746
H 3.497 1.392 2.465
H -6.275 3.899 -1.993
H 5.093 -2.238 3.071
H -7.025 -4.095 -1.571
H -0.994 0.533 4.735
H -2.045 -3.938 -0.437
H -3.913 -1.584 1.812
H -0.759 3.908 0.855
H 2.938 0.318 -0.324
H 6.218 -2.950 -1.020
```

- DFT total energy: -117126.1915 eV
- 2S+1: 1
- Gap between HOMO and LUMO: 8.136 eV
- Structure (SMILES): CCCCCCCCCCCCCc1c([PH2]=O)ccc2c1C(=O)c1c(C)c(Cl)cc(Cc3ccccc3C)c1C2=O.ClC(Cl)(Cl)Cl
- Total charge: 0
- HOMO level: -9.145 eV

---

(2)
Density functional theory data (ωB97M-V/def2-TZVPD) for a structure of composition C37H45AsClF6N7O3S3W in a non-equilibrium geometry.

XYZ file:
```
104
Properties=species:S:1:pos:R:3
W -1.510 0.618 -0.843
As -3.731 3.345 -2.689
Cl 8.560 1.466 -3.032
S -2.038 2.453 0.936
S 0.333 2.458 -0.927
S -0.957 0.745 -3.395
F -2.465 4.034 -3.609
F -4.720 2.491 -1.594
F -5.015 4.062 -3.516
F -3.698 1.998 -3.744
F -2.245 2.501 -1.737
F -3.557 4.597 -1.551
O 4.501 -0.012 4.141
O 0.381 -0.198 -1.329
O -3.145 0.199 -1.677
N 1.203 -0.039 2.593
N -3.014 -1.963 -1.112
N -3.033 0.125 0.929
N -0.301 0.045 1.052
N -4.593 1.822 1.484
N -1.705 -1.553 -0.889
N 0.247 -0.922 2.979
C 2.714 -2.396 4.717
C -0.646 -0.832 2.034
C -5.202 -0.444 1.718
C -3.391 1.409 1.150
C -1.450 -3.968 -0.570
C 3.517 -2.133 3.433
C 6.982 1.203 0.626
C 7.430 1.370 -1.721
C 7.893 1.261 -0.421
C 0.441 2.903 -2.551
C -0.875 -2.594 -0.741
C -3.737 -1.006 -1.524
C -0.097 2.155 -3.602
C 5.174 1.360 -0.926
C 4.624 1.150 1.527
C -6.949 1.386 1.824
C 2.886 -2.884 2.248
C 1.199 4.173 -2.830
C 2.378 0.252 3.413
C 2.425 -1.205 -1.837
C -7.320 -0.272 -2.353
C 6.071 1.416 -1.984
C 0.495 -2.460 -0.844
C -3.951 -0.790 1.297
C -7.219 -2.303 -1.068
C -5.933 -0.196 -2.346
C 0.866 0.522 1.443
C 0.081 2.609 -5.025
C 5.613 1.254 0.390
C -5.190 -1.160 -1.677
C 4.153 -0.307 1.739
C -5.838 -2.230 -1.057
C -5.543 0.910 1.674
C 3.642 -0.597 3.165
C -7.965 -1.312 -1.700
C 4.919 -2.726 3.657
C 1.038 -1.273 -1.288
H 1.948 -2.440 1.909
H 5.633 -2.452 2.874
H 3.148 -1.637 -1.141
H 8.959 1.228 -0.229
H 7.351 1.129 1.645
H 4.109 1.419 -1.126
H 1.125 2.832 -5.248
H 2.084 0.171 4.454
H -5.916 -1.202 2.007
H 3.573 -2.928 1.398
H 2.866 -3.432 5.032
H 5.369 -0.424 4.079
H 4.843 -3.815 3.657
H 1.119 -3.340 -0.765
H -5.250 -3.002 -0.572
H -0.655 -4.692 -0.420
H 0.569 4.861 -3.401
H -2.039 -4.236 -1.446
H 3.069 -1.752 5.525
H 5.326 -2.435 4.628
H 4.997 -0.967 1.530
H -0.283 1.856 -5.721
H 2.670 -3.910 2.556
H -1.542 -1.426 2.031
H -7.171 1.583 2.877
H -7.889 0.492 -2.868
H -0.504 3.519 -5.183
H 1.459 1.257 0.926
H 3.774 1.808 1.318
H 1.492 4.661 -1.904
H -9.048 -1.354 -1.687
H 2.095 3.972 -3.424
H 2.689 -0.176 -2.070
H -7.074 2.317 1.274
H -5.437 0.612 -2.867
H -2.137 -3.987 0.279
H -7.717 -3.128 -0.572
H -7.650 0.636 1.461
H 2.670 1.282 3.220
H 1.645 -2.243 4.576
H -3.650 -1.828 1.234
H 5.093 1.497 2.446
H 2.463 -1.790 -2.760
H 5.723 1.504 -3.006
H 3.367 -0.555 1.017
```

- DFT total energy: -179668.4528 eV
- 2S+1: 2
- ⟨S²⟩: 0.761
- Gap between HOMO and LUMO (spin up / spin down): 6.482 / 6.344 eV
- Total charge: +1
- HOMO level (spin up / spin down): -10.625 / -11.022 eV

---

(3)
Density functional theory data (ωB97M-V/def2-TZVPD) for a structure of composition C37H45BCl4N12O3PRbSe.

XYZ file:
```
105
Properties=species:S:1:pos:R:3
Rb 0.453 0.597 0.360
Se -3.559 -0.849 4.834
Cl -1.305 3.251 -4.213
Cl 2.754 5.662 -0.147
Cl 2.126 7.227 -2.812
Cl 0.092 5.995 -4.873
P -1.518 -2.876 -2.147
O -0.570 2.127 -1.637
O 1.325 3.153 0.140
O 4.960 1.205 2.484
N -2.525 0.460 0.985
N -0.654 -1.673 2.480
N -3.914 -2.353 3.942
N -1.993 -0.570 4.056
N 2.332 -2.154 -0.144
N 3.952 0.331 0.658
N 2.544 0.989 -1.884
N -3.288 3.082 3.311
N -1.339 4.345 3.790
N -1.261 2.562 2.206
N -3.306 4.739 4.910
N 0.547 3.932 2.547
C 2.743 -3.222 0.030
C 1.604 5.008 -1.291
C -2.458 -1.667 -3.205
C -2.857 -2.575 3.188
C -2.603 -5.312 -3.444
C -1.548 -3.752 1.599
C -2.605 4.017 3.972
C -2.687 -3.695 2.320
C -5.295 0.299 0.962
C 1.013 3.789 -0.943
C 3.957 -0.970 2.690
C -3.151 -0.488 0.297
C 4.331 0.298 1.952
C -1.579 -0.429 -3.410
C -4.651 1.285 1.687
C -3.094 -2.122 -4.520
C -3.888 -4.163 -1.605
C 0.086 -3.264 -3.005
C 4.456 0.554 -3.837
C -4.532 -0.613 0.251
C 0.032 3.222 -1.885
C 3.111 0.420 -4.132
C -1.792 -1.585 3.240
C 3.841 1.134 -1.602
C 0.443 5.171 -3.378
C -2.500 -4.466 -2.176
C 4.831 0.921 -2.555
C 0.142 -3.394 -4.527
C -2.539 2.392 2.441
C 0.696 -4.496 -2.327
C -3.260 1.330 1.670
C 4.159 1.503 -0.178
C -0.559 -2.707 1.705
C -0.182 3.952 -3.073
C 1.336 5.711 -2.480
C -0.699 3.617 2.850
C 2.191 0.650 -3.118
B 3.302 -4.689 0.258
H 0.330 -2.778 1.089
H 5.872 1.042 -2.287
H 1.170 -3.614 -4.830
H -4.445 -5.088 -1.431
H 0.202 -5.416 -2.648
H 1.756 -4.580 -2.569
H -3.524 -1.255 -5.029
H -3.465 -4.446 2.258
H -1.625 -5.629 -3.799
H -2.517 -1.187 -0.239
H 4.017 -0.779 3.759
H -0.157 -2.476 -5.030
H 3.426 -0.448 0.277
H -1.975 -5.074 -1.431
H 3.512 2.332 0.106
H -3.815 -3.625 -0.657
H 0.974 3.588 1.645
H 2.360 -5.389 0.602
H -1.195 -0.004 -2.481
H 5.207 0.380 -4.598
H 2.959 -1.319 2.428
H -3.097 -4.778 -4.256
H -2.735 5.221 5.583
H -5.191 2.021 2.264
H 1.122 0.600 -3.299
H -4.986 -1.405 -0.330
H -3.899 -2.841 -4.361
H -6.377 0.242 0.953
H 4.653 -1.768 2.424
H -0.728 -0.646 -4.060
H 5.198 1.821 -0.077
H 0.712 -2.411 -2.723
H -4.139 4.292 5.252
H -3.187 -6.215 -3.237
H -2.151 0.370 -3.882
H 3.770 -5.082 -0.796
H -0.492 -4.203 -4.896
H 0.635 -4.436 -1.239
H -2.367 -2.574 -5.195
H 2.773 0.153 -5.124
H -4.475 -3.549 -2.293
H -1.348 -4.565 0.914
H 4.149 -4.638 1.130
H 0.899 4.780 2.955
H -3.276 -1.360 -2.542
```

- DFT total energy: -189185.8646 eV
- 2S+1: 1
- Gap between HOMO and LUMO: 3.705 eV
- Total charge: -2
- HOMO level: -1.085 eV